Entry 1:
Computed, not measured: one molecule with the formula C4H9NO2 at a distorted geometry, with ωB97M-V/def2-TZVPD.

Its energy above the lowest of the compared OMol25 structures with the same formula, charge and spin is 2.438 eV. The SMILES is C[C@H](N)CC(=O)O. The value obtained for the HOMO energy is -9.09 eV. For the frontier orbital gap, the calculation gives 9.713 eV. The total energy is -362.99593 Ha. The calculation puts the LUMO energy at 0.0229 Eh.

Last column: natural (NBO) charge in e.
Atoms and positions in Å:
1 C -1.6423 0.8353 -0.3501  -0.6269
2 C -0.0981 0.4208 -0.3306  -0.0386
3 C 0.1927 -0.5648 0.8129  -0.5302
4 C 1.7117 -0.8515 0.9023  0.7777
5 O 2.2124 -0.1868 2.0246  -0.6843
6 O 2.4061 -1.2579 -0.0244  -0.5214
7 N 0.1010 -0.3293 -1.6911  -0.8617
8 H -2.1210 -0.0875 -0.6729  0.2087
9 H -1.9345 1.6117 -1.0839  0.2179
10 H -2.0348 1.2614 0.5315  0.2026
11 H 0.6706 1.2195 -0.3251  0.2031
12 H -0.0985 -0.0535 1.7601  0.2113
13 H -0.4688 -1.5215 0.3604  0.2376
14 H 1.5718 0.4587 2.2362  0.4719
15 H -0.0812 0.2838 -2.5208  0.3764
16 H -0.3872 -1.2385 -1.6289  0.3557

---

Entry 2:
Computed, not measured: one molecule with the formula C4H9NO2 at a distorted geometry, with ωB97M-V/def2-TZVPD.

Its energy above the lowest of the compared OMol25 structures with the same formula, charge and spin is 7.190 eV. The SMILES is C/C=C(/C)NOO. The value obtained for the HOMO energy (spin up / spin down) is -7.69 / -7.70 eV. For the frontier orbital gap (spin up / spin down), the calculation gives 8.035 / 8.038 eV. The total energy is -362.82132 Ha. The calculation puts the LUMO energy (spin up / spin down) at 0.0125 / 0.0126 Eh.

Last column: natural (NBO) charge in e.
Atoms and positions in Å:
1 C -0.8582 0.5944 1.0799  -0.2522
2 C 0.2670 0.0632 0.2406  0.1608
3 C -2.3017 0.4581 0.7575  -0.6769
4 C 1.7001 0.3601 0.4645  -0.6602
5 N -0.0066 -1.0003 -0.5857  -0.2372
6 O 1.2782 -0.6865 -2.6644  -0.5428
7 O 0.7911 -1.5820 -1.4235  -0.1461
8 H -0.6533 1.3256 1.9759  0.2098
9 H -2.7014 0.9582 1.5995  0.2354
10 H -2.5521 -0.5748 0.5901  0.2026
11 H -2.4038 0.9237 -0.2196  0.2221
12 H 2.2195 0.3638 -0.5027  0.2315
13 H 2.1993 -0.4711 1.0898  0.2223
14 H 1.8832 1.2828 0.9376  0.2301
15 H -1.0171 -1.0274 -0.7401  0.3542
16 H 2.1557 -0.9879 -2.5993  0.4464

---

Entry 3:
Computed, not measured: one molecule with the formula C4H9NO2 at a distorted geometry, with ωB97M-V/def2-TZVPD.

Its energy above the lowest of the compared OMol25 structures with the same formula, charge and spin is 0.991 eV. The SMILES is C[C@@H](O)CC(N)=O. The value obtained for the HOMO energy is -10.02 eV. For the frontier orbital gap, the calculation gives 10.774 eV. The total energy is -363.04912 Ha. The calculation puts the LUMO energy at 0.0276 Eh.

Last column: natural (NBO) charge in e.
Atoms and positions in Å:
1 C 0.7331 -0.4693 0.2077  -0.5343
2 C -0.3020 -0.6222 -0.9610  0.1249
3 C -0.0434 -1.7939 -1.9275  -0.6256
4 O -1.6275 -0.7290 -0.3977  -0.7301
5 C 0.4454 0.8544 0.9694  0.6884
6 N 1.3832 1.8244 0.8192  -0.8538
7 O -0.5689 1.0122 1.6281  -0.6117
8 H 0.6190 -1.2267 0.9789  0.2455
9 H 1.7422 -0.4517 -0.2396  0.2116
10 H -0.3047 0.3280 -1.5371  0.1445
11 H 0.0292 -2.6903 -1.3153  0.2144
12 H -0.9486 -1.7715 -2.5174  0.2294
13 H 0.8521 -1.5232 -2.4686  0.2086
14 H -1.6578 0.0476 0.1742  0.4836
15 H 1.7303 2.0453 -0.0937  0.4004
16 H 1.4679 2.4873 1.5752  0.4041

---

Entry 4:
Computed, not measured: C4H9NO2 as an isolated structure at a distorted geometry, with ωB97M-V/def2-TZVPD.

Its energy above the lowest of the compared OMol25 structures with the same formula, charge and spin is 5.995 eV. The value obtained for the HOMO energy (spin up / spin down) is -9.10 / -9.10 eV. For the frontier orbital gap (spin up / spin down), the calculation gives 9.266 / 9.267 eV. The total energy is -362.86523 Ha. The calculation puts the LUMO energy (spin up / spin down) at 0.0062 / 0.0062 Eh.

Last column: natural (NBO) charge in e.
Atoms and positions in Å:
1 C -0.3857 0.2054 0.7507  0.2528
2 C 2.3445 -0.5884 -1.0541  -0.2646
3 C -0.2576 1.6933 0.5083  -0.6546
4 C -2.5536 -1.1300 0.1937  -0.0677
5 O 0.0029 -0.6240 -0.2331  -0.2933
6 O 1.6141 -0.5417 0.1313  -0.3120
7 N -2.0263 -0.1435 0.7474  -0.4099
8 H -0.0710 -0.0963 1.7588  0.1877
9 H 3.3955 -0.4840 -0.7629  0.2065
10 H 2.0750 0.2242 -1.7409  0.1777
11 H 2.2150 -1.5501 -1.5640  0.1781
12 H -0.5722 1.9370 -0.5039  0.2185
13 H -0.8933 2.2219 1.2153  0.2313
14 H 0.7747 1.9979 0.6711  0.2215
15 H -2.0347 -1.8537 -0.4375  0.1562
16 H -3.6271 -1.2679 0.3199  0.1718

---

Entry 5:
Computed, not measured: one molecule with the formula C4H9NO2, with ωB97M-V/def2-TZVPD.

Its energy above the lowest of the compared OMol25 structures with the same formula, charge and spin is 1.976 eV. The SMILES is C/N=C/OCCO. The value obtained for the HOMO energy is -9.89 eV. For the frontier orbital gap, the calculation gives 10.898 eV. The total energy is -363.01291 Ha. The calculation puts the LUMO energy at 0.0372 Eh.

Last column: natural (NBO) charge in e.
Atoms and positions in Å:
1 C -2.1021 -1.1564 1.0325  -0.4242
2 N -0.9779 -0.5007 0.3819  -0.5334
3 C -0.1576 -1.2696 -0.1974  0.4172
4 O 0.9113 -0.8780 -0.8931  -0.4923
5 C 1.0421 0.5107 -1.2081  -0.1118
6 C 1.6903 1.3620 -0.1114  -0.0919
7 O 0.8056 2.3427 0.3788  -0.7167
8 H -2.0969 -0.9410 2.1058  0.2012
9 H -3.0423 -0.7681 0.6285  0.2018
10 H -2.1126 -2.2515 0.9065  0.1709
11 H -0.2250 -2.3629 -0.2152  0.1471
12 H 1.6368 0.4807 -2.1220  0.1981
13 H 0.0537 0.9430 -1.3976  0.2010
14 H 2.0606 0.6902 0.6773  0.1703
15 H 2.5509 1.9074 -0.5136  0.1827
16 H -0.0367 1.8914 0.5470  0.4800

---

Entry 6:
Computed, not measured: one molecule with the formula C4H9NO2, with ωB97M-V/def2-TZVPD.

Its energy above the lowest of the compared OMol25 structures with the same formula, charge and spin is 0.490 eV. The SMILES is C[C@@H](O)CC(N)=O. The value obtained for the HOMO energy is -9.72 eV. For the frontier orbital gap, the calculation gives 10.444 eV. The total energy is -363.06754 Ha. The calculation puts the LUMO energy at 0.0266 Eh.

Last column: natural (NBO) charge in e.
Atoms and positions in Å:
1 C 0.7578 0.6014 -1.9283  -0.6301
2 C 0.6775 0.0417 -0.5156  0.0965
3 O 1.5056 0.7609 0.3965  -0.7313
4 C -0.7489 0.1096 0.0514  -0.5304
5 C -1.2327 -1.1801 0.6940  0.6796
6 O -2.3146 -1.6784 0.4412  -0.6100
7 N -0.3468 -1.7480 1.5652  -0.8392
8 H 0.4120 1.6397 -1.9587  0.2142
9 H 0.1330 0.0027 -2.6001  0.2215
10 H 1.7856 0.5634 -2.3098  0.2046
11 H 1.0072 -1.0081 -0.5423  0.1651
12 H 2.3937 0.8081 0.0192  0.4695
13 H -0.7620 0.9076 0.8040  0.2475
14 H -1.4792 0.3674 -0.7187  0.2375
15 H -0.6552 -2.5566 2.0828  0.4034
16 H 0.4694 -1.2447 1.8787  0.4017